ORCA calculation (the ωB97M-V functional and the def2-TZVPD basis) on a cluster of 2 separate species, C6H16NS in total.

```
24
Properties=species:S:1:pos:R:3:mulliken_charge:R:1
C -0.8347 0.9226 1.4384 -0.255
C 3.9227 0.3004 -1.0492 -0.669
C -0.6849 0.1780 -1.0412 -1.369
C -1.6537 1.9643 0.8383 -1.008
C -1.9413 -2.2805 -0.4190 -0.815
C -1.0194 -0.2096 0.3700 0.524
N -1.5266 -1.3561 0.6620 -0.103
S 3.5582 -0.9146 0.2849 -0.204
H -2.2196 1.1551 0.3712 0.404
H 0.4243 1.0468 1.5244 0.219
H 4.6486 -0.2283 -1.6785 0.272
H 3.1104 0.8926 -1.5693 0.236
H -1.3545 0.3883 -1.9513 0.389
H -0.0320 0.9930 -0.9855 0.422
H -0.0654 -0.6568 -1.4930 0.422
H -1.0606 2.6110 0.2067 0.259
H -1.1649 0.5019 2.4525 0.359
H -2.2547 2.6631 1.6056 0.310
H -2.6533 -1.5651 -0.9731 0.316
H -1.0057 -2.5654 -0.8839 0.325
H -2.4837 -3.1732 -0.1495 0.338
H -1.6593 -1.6511 1.5857 0.261
H 4.4239 1.1310 -0.4678 0.264
H 3.5264 -0.1474 1.3217 0.103
```

Results
- charge = +1
- molecular weight (u) = 134.27
- energy relative to the best compared isomer or geometry (same formula, charge and spin) (kJ/mol) = 310.38
- frontier orbital gap (eV) = 7.81